Entry 1:
A structure of composition C25H73N6O12P2S6V, computed with ωB97M-V/def2-TZVPD.

XYZ file:
```
125
Properties=species:S:1:pos:R:3:forces:R:3:mulliken_charge:R:1
O 1.987683 0.215258 -2.066051 0.76 1.55 2.50 -0.71
V 2.244932 0.470413 -0.523168 -3.10 -4.58 0.20 0.95
O -1.328212 -0.680999 1.094255 1.62 1.84 0.36 0.17
C -0.153499 -0.314817 0.607764 -0.09 1.27 -0.14 1.15
O 0.565359 -1.097594 -0.017676 2.26 -2.24 -1.47 -0.55
O 0.311552 0.853050 0.680954 0.20 2.20 0.37 -0.12
H -1.424711 -1.606134 0.856754 -0.89 -1.03 -0.23 0.22
O -5.035662 2.238223 -3.086171 0.18 0.19 -1.19 -0.92
P -3.707884 2.620803 -3.618856 1.81 0.22 -1.06 0.36
N -3.593861 4.034477 -4.600186 1.09 -2.06 3.95 0.34
C -4.819251 4.632236 -4.984973 -0.27 -0.14 -1.44 -1.07
C -2.342211 4.503507 -5.159474 -0.74 0.67 -0.58 -1.15
N -2.910535 1.413791 -4.633436 -0.27 1.82 2.83 0.50
C -3.576235 0.622630 -5.641599 0.49 -0.48 0.50 -0.84
C -1.483474 1.579696 -4.926258 -0.42 -0.23 0.07 -1.28
N -2.649138 2.969074 -2.348412 1.91 -0.64 0.83 0.66
C -2.831729 4.205924 -1.564605 -1.24 0.02 -0.74 -0.91
C -1.975952 1.869209 -1.570376 -0.80 0.05 -1.81 -0.88
H -5.558409 4.780460 -4.197720 0.19 -0.23 0.08 0.23
H -5.127458 3.890953 -5.722272 -1.52 0.77 -0.49 0.35
H -4.612050 5.589603 -5.463101 -0.16 0.03 -0.09 0.34
H -2.400912 5.588603 -5.074496 0.40 0.18 -0.26 0.44
H -2.314450 4.224351 -6.212755 0.20 0.21 -0.36 0.36
H -1.387596 4.183750 -4.741635 -0.56 -0.24 0.60 0.31
H -4.649739 0.473310 -5.525944 0.09 0.43 0.26 0.34
H -3.335356 1.009055 -6.631927 -0.19 -0.07 -0.28 0.30
H -3.090052 -0.340143 -5.484108 -0.27 -0.51 -0.77 0.12
H -1.011063 0.608132 -5.071110 -0.14 -0.26 -0.26 0.40
H -1.377492 2.177700 -5.831385 0.42 -0.06 -0.12 0.26
H -0.915960 2.021936 -4.107448 -0.35 0.32 -0.06 0.36
H -3.861330 4.244107 -1.208826 -0.21 0.17 0.18 0.35
H -2.218625 4.289596 -0.667267 0.36 -0.26 -0.41 0.20
H -2.706328 5.075783 -2.209364 0.24 0.06 0.12 0.25
H -2.716402 1.165176 -1.190650 0.03 -0.10 0.29 0.41
H -1.309102 2.191289 -0.770581 -0.28 0.45 -0.23 -0.10
H -1.375165 1.338314 -2.308829 0.15 -0.37 0.27 0.25
O 3.100507 0.735632 1.562289 1.10 -0.82 0.59 0.27
P 3.623931 0.450825 2.987288 -0.68 0.52 2.82 -0.54
N 2.895849 1.545019 4.135027 1.59 0.64 -1.31 0.38
C 3.392751 2.977419 4.156572 0.25 -1.12 0.05 -1.11
C 1.504022 1.477545 4.461777 -1.24 -1.11 0.12 -1.05
N 5.279575 0.637389 3.293179 -0.41 0.41 0.60 0.48
C 6.113187 0.972250 2.170972 0.05 -0.78 -0.42 -0.96
C 5.974237 0.921492 4.616758 -1.23 0.21 -0.67 -1.15
N 3.321751 -1.126785 3.585185 -0.53 3.56 0.50 0.52
C 3.153476 -2.185382 2.680988 -1.28 -1.26 -0.10 -0.48
C 3.629735 -1.468821 5.002700 1.30 1.34 -0.89 -1.11
H 2.717497 3.621500 4.719861 -0.24 -0.37 -0.05 0.49
H 3.465363 3.406162 3.157074 0.34 -0.01 0.00 0.37
H 4.323214 3.001917 4.723789 0.19 0.18 -0.47 0.18
H 1.186681 2.316299 5.081377 0.39 -0.32 0.48 0.51
H 1.353138 0.508358 4.937189 -0.44 0.14 0.42 0.32
H 0.765755 1.517933 3.660879 0.37 -0.06 -0.76 0.14
H 7.022626 0.371400 2.172816 0.54 0.53 0.60 0.35
H 5.675567 0.525755 1.278094 -0.42 0.84 -0.35 0.12
H 6.254539 2.053031 2.176461 0.49 -0.06 -0.73 0.30
H 6.897485 0.345285 4.677602 -0.23 -0.16 -0.03 0.33
H 6.222973 1.975905 4.736952 0.24 0.20 -0.58 0.40
H 5.328080 0.770946 5.481589 -0.05 -0.60 -0.25 0.36
H 4.078705 -2.698618 2.419000 0.09 -0.21 -0.12 0.13
H 2.474037 -2.828578 3.240238 0.18 -0.93 -0.40 0.44
H 2.581964 -1.897114 1.798738 0.31 0.16 -0.08 -0.35
H 3.069107 -2.322956 5.382495 -0.11 0.26 -0.20 0.37
H 3.589557 -0.568885 5.616379 -1.13 -0.05 0.10 0.34
H 4.706199 -1.605854 5.105393 0.23 -1.01 -0.21 0.36
C 4.901737 -2.223586 -2.536406 -0.53 0.70 1.23 -1.08
S 4.235585 -2.549851 -0.812524 -0.38 -0.92 -2.22 0.42
O 3.486177 -1.322858 -0.367263 -0.03 1.56 0.15 -0.34
C 2.918449 -3.703277 -1.306387 -0.53 -0.93 0.23 -0.81
H 5.336271 -3.110064 -2.998401 -0.08 0.00 0.32 0.42
H 5.636946 -1.437962 -2.362121 0.18 -0.15 -0.23 0.38
H 4.079765 -1.809654 -3.120464 -0.03 -0.17 -0.03 0.32
H 2.717287 -4.327285 -0.435619 -0.08 0.23 0.15 0.26
H 3.092858 -4.419119 -2.109663 1.03 0.21 -0.09 0.55
H 1.982744 -3.255909 -1.641680 0.21 0.87 0.39 0.13
C -2.098951 2.152967 3.880914 -0.05 -0.98 0.73 -0.35
S -3.544658 2.910792 3.031518 1.96 1.99 0.50 0.33
O -3.182557 4.398897 3.090699 -0.85 -1.93 -0.25 -0.62
C -3.060774 2.325899 1.410975 -0.21 -0.90 -0.35 0.05
H -1.179050 2.066478 3.302638 -0.26 0.59 -0.39 -0.58
H -2.263372 1.130011 4.219472 -0.59 -0.29 -0.31 0.50
H -1.911024 2.652249 4.831443 -0.14 0.62 -0.30 0.42
H -3.845784 2.457334 0.666262 0.08 0.70 0.09 0.55
H -2.953108 1.241386 1.429306 0.15 -0.17 0.39 0.01
H -2.090463 2.731708 1.124752 -0.26 0.30 0.08 -0.45
C -1.055397 -3.676591 -2.392263 -0.61 0.22 -0.81 -0.45
S -1.407092 -3.127269 -4.095418 1.50 -0.40 -1.33 0.73
O -0.002917 -3.136065 -4.717722 -1.63 0.19 0.60 -0.71
C -2.274435 -4.602799 -4.748620 0.03 -0.10 0.94 -0.92
H -0.037349 -4.039973 -2.532342 -0.04 0.02 0.50 0.21
H -1.748224 -4.441455 -2.041434 0.12 0.00 0.00 0.22
H -1.189807 -2.763378 -1.812546 0.51 -0.30 0.31 0.04
H -2.928661 -4.905183 -3.930906 -0.24 -0.08 -0.09 0.23
H -1.546578 -5.400184 -4.898608 0.09 0.14 -0.16 0.34
H -2.889795 -4.430289 -5.631611 0.38 0.32 0.01 0.34
C -0.620628 -7.470894 1.196222 -0.13 0.30 -0.28 -0.96
S -0.419686 -6.131253 2.428850 2.18 -0.71 -0.23 0.45
O 0.743567 -6.668862 3.237123 -1.15 0.69 -0.26 -0.64
C 0.310804 -4.838342 1.331455 -0.55 -0.09 -0.20 0.31
H 0.380390 -7.825809 0.951078 0.04 0.07 0.22 0.35
H -1.108183 -7.172822 0.268023 -0.16 0.25 0.09 0.29
H -1.199016 -8.273869 1.653160 0.10 0.12 0.13 0.38
H 0.826990 -4.083174 1.924241 -0.20 -0.20 0.32 -0.37
H -0.516555 -4.355643 0.811285 -0.09 0.14 -0.06 0.03
H 1.014835 -5.202655 0.583319 -0.08 -0.50 0.21 0.13
C 0.834362 4.038561 1.817523 0.97 -0.49 0.42 -0.63
S 0.591793 5.066345 0.324303 -0.87 1.97 1.41 0.64
O -0.296953 6.232355 0.716151 1.00 -1.47 -0.66 -0.64
C 2.312734 5.734296 0.305062 -0.05 -0.96 0.26 -0.99
H 1.521372 4.487824 2.534672 0.07 0.47 -0.24 0.49
H 1.309770 3.114157 1.489552 0.04 -0.18 -0.15 -0.12
H -0.000994 3.733540 2.447784 -0.70 0.44 -0.80 0.23
H 2.401475 6.585854 -0.369527 -0.25 -0.16 0.08 0.36
H 2.941727 4.906950 -0.023536 0.13 0.00 -0.37 0.29
H 2.666128 5.952074 1.312921 -0.38 0.41 0.00 0.30
C -4.981660 -2.709432 1.210946 -0.19 0.38 0.67 -0.90
S -3.859882 -3.286991 -0.066873 1.28 -0.08 0.70 0.41
O -2.483266 -2.721142 0.274598 -1.09 -0.91 -0.39 -1.09
C -3.727967 -5.081402 0.353942 -0.91 0.61 -0.37 -0.80
H -5.178254 -3.465644 1.970938 -0.16 -0.06 -0.24 0.32
H -5.890576 -2.300401 0.769731 -0.06 -0.42 -0.12 0.39
H -4.531828 -1.867411 1.737008 0.41 -0.02 -0.23 0.22
H -2.899945 -5.284120 1.033176 0.10 0.24 -0.29 0.10
H -3.679858 -5.535680 -0.635718 0.47 -0.37 0.27 0.30
H -4.649706 -5.431173 0.818882 -0.07 0.12 -0.03 0.52
```
Positions in Å, forces in eV/Å.

Values from the calculation:
* molar mass: 955.2 Da
* multiplicity: 2
* charge: +1
* E_tot: -6243.20562 hartree

---

Entry 2:
The molecule C5H7N, computed with ωB97M-V/def2-TZVPD.

XYZ file:
```
13
Properties=species:S:1:pos:R:3:forces:R:3:mulliken_charge:R:1
N 0.745625 -0.815098 1.257807 0.15 0.08 -0.25 0.08
C 1.574731 -0.441946 0.434710 -0.46 -0.14 0.32 -0.42
C 1.098774 0.357752 -0.762288 -0.01 0.07 -0.14 -0.33
C -0.277383 0.953702 -0.634331 -0.10 -0.04 -0.06 -0.04
C -0.073750 -1.279550 2.109759 0.06 0.01 -0.02 -0.41
C -1.306678 0.661120 -1.422134 0.11 0.02 0.07 -0.76
H 1.139035 -0.336192 -1.612354 0.02 0.10 0.10 0.26
H 1.847718 1.129453 -0.972175 -0.10 -0.10 0.05 0.32
H -0.417494 1.654668 0.189615 0.01 -0.08 -0.14 0.31
H -0.310337 -0.707827 3.000357 0.07 -0.05 -0.09 0.25
H -0.526319 -2.250456 1.937495 0.07 0.10 0.03 0.25
H -1.210836 -0.042199 -2.247655 0.02 0.09 0.12 0.24
H -2.283080 1.116567 -1.278802 0.16 -0.06 0.00 0.25
```
Positions in Å, forces in eV/Å.

Values from the calculation:
* molar mass: 81.1 Da
* E_tot: -249.35723 hartree
* ΔE to the lowest compared entry with this formula, charge and spin: 3.1568 eV